(1)
{
  "formula": "C12H14BrNO4",
  "method": "ωB97M-V/def2-TZVPD",
  "species": ["C", "C", "C", "N", "C", "C", "C", "C", "O", "O", "C", "C", "C", "C", "C", "O", "O", "H", "H", "H", "H", "H", "H", "H", "H", "H", "H", "H", "H", "H", "H", "Br"],
  "positions_angstrom": [[0.3880, 3.1901, 0.3531], [-0.9534, 3.0341, 0.4987], [-1.6845, 1.8616, -0.1987], [-1.1341, 0.6196, 0.3822], [-1.1207, 0.5488, 1.7200], [-0.5900, -0.5431, 2.3732], [-0.0730, -1.5833, 1.5806], [0.5560, -2.8107, 2.2241], [-0.0842, -3.5789, 2.8849], [1.8894, -2.9569, 2.0194], [-0.1269, -1.5083, 0.2064], [-0.6736, -0.3742, -0.3810], [-0.7058, -0.3534, -1.9103], [0.6549, 0.1879, -2.4542], [1.6016, -0.9472, -2.8575], [2.7912, -0.7903, -2.7616], [1.0992, -2.1457, -3.2905], [1.0036, 3.0923, 1.2554], [0.8800, 3.3942, -0.6006], [-1.5764, 3.6817, 1.1214], [-1.4574, 1.9571, -1.2647], [-2.7673, 1.9069, -0.0658], [-1.5173, 1.3400, 2.3448], [-0.5665, -0.6408, 3.4871], [2.2343, -2.0821, 1.7866], [0.2365, -2.3114, -0.4279], [-0.8875, -1.3959, -2.1890], [-1.5677, 0.2026, -2.2899], [1.1677, 0.6905, -1.6299], [0.4802, 0.8934, -3.2718], [1.6013, -2.8224, -2.8161], [0.9022, 0.2437, 4.1717]],
  "molar_mass_g_mol": 316.15,
  "gap_ha": 0.2289,
  "lumo_ev": -0.93,
  "e_tot_ha": -3395.2460,
  "charge": 0
}

(2)
{
  "formula": "C12H14F2O15Pb",
  "method": "ωB97M-V/def2-TZVPD",
  "species": ["Pb", "O", "C", "O", "O", "H", "O", "C", "O", "O", "H", "C", "C", "C", "O", "C", "O", "O", "H", "H", "H", "H", "H", "H", "C", "C", "O", "C", "O", "O", "F", "H", "H", "H", "C", "C", "O", "C", "O", "O", "F", "H", "H", "H"],
  "positions_angstrom": [[-16.6916, 24.4801, -10.6677], [-13.6247, 23.2977, -5.8174], [-14.4105, 23.7773, -6.7683], [-14.4808, 24.9424, -7.1342], [-15.0936, 22.9399, -7.4633], [-13.2294, 23.9622, -5.2483], [-22.2562, 23.1167, -10.7137], [-21.0030, 23.4370, -10.7085], [-20.4065, 23.3611, -11.8072], [-20.4061, 23.7873, -9.7431], [-22.1086, 22.8569, -11.6260], [-16.4813, 27.6075, -19.2757], [-15.9449, 26.2265, -18.7202], [-14.4244, 25.9966, -18.6863], [-14.1788, 25.8024, -17.2927], [-15.3773, 25.6736, -16.6466], [-15.5108, 25.2390, -15.4579], [-16.4039, 25.8941, -17.4381], [-15.8186, 28.1368, -19.9603], [-16.6034, 28.3245, -18.4638], [-17.2659, 27.4399, -20.0135], [-16.4149, 25.5655, -19.4485], [-13.8722, 26.7891, -19.1913], [-14.2212, 25.1288, -19.3138], [-18.6588, 17.0840, -13.8226], [-18.8060, 16.7168, -12.3240], [-18.4530, 17.8841, -11.6426], [-17.7311, 18.6714, -12.4900], [-17.0160, 19.6154, -12.1525], [-17.8989, 18.2376, -13.8036], [-18.0006, 15.8122, -11.8760], [-19.6690, 17.3402, -14.1418], [-18.1927, 16.2962, -14.4144], [-19.8058, 16.4029, -12.0238], [-20.2156, 29.0591, -14.3862], [-20.4260, 30.1010, -13.2871], [-19.2545, 29.9906, -12.5808], [-18.7458, 28.8594, -12.8590], [-17.8214, 28.3298, -12.2593], [-19.3962, 28.1708, -13.8739], [-21.4636, 29.8519, -12.5207], [-19.7284, 29.4284, -15.2886], [-21.1663, 28.6040, -14.6639], [-20.5957, 31.0840, -13.7265]],
  "molar_mass_g_mol": 643.43,
  "gap_ha": 0.1411,
  "lumo_ev": -3.89,
  "e_tot_ha": -1986.6196,
  "charge": 0
}

(3)
{
  "formula": "C12H14FLuNO3S",
  "method": "ωB97M-V/def2-TZVPD",
  "species": ["C", "C", "C", "C", "C", "C", "C", "C", "C", "S", "O", "O", "F", "C", "O", "N", "C", "C", "H", "H", "H", "H", "H", "H", "H", "H", "H", "H", "H", "H", "H", "H", "Lu"],
  "positions_angstrom": [[0.2427, 3.5740, 2.5981], [-0.3455, 2.2777, 1.9470], [-0.3794, 0.9260, 2.6813], [-0.9570, -0.2402, 2.0305], [-1.4929, -0.0696, 0.6296], [-2.0927, -1.3062, -0.1301], [-1.0939, -1.7453, -1.2909], [0.3325, -2.2685, -0.7742], [1.4778, -1.4434, -1.5516], [2.6620, -0.4163, -0.5732], [2.8835, 0.8856, -1.1718], [2.1570, -0.2613, 0.7849], [4.1371, -1.1319, -0.4922], [0.6912, -0.5021, -2.5813], [1.1079, 0.2478, -3.4048], [-0.6817, -0.7555, -2.3120], [-1.4821, 1.2757, -0.0859], [-0.9246, 2.4487, 0.5384], [1.0662, 3.9491, 1.9257], [0.6632, 3.2992, 3.5987], [-0.6314, 4.2950, 2.6545], [0.0520, 0.8162, 3.7145], [-0.9713, -1.2002, 2.6108], [-2.0876, -2.1601, 0.6173], [-3.1573, -1.1680, -0.4650], [-1.6346, -2.5223, -1.9223], [0.4591, -2.4300, 0.3318], [0.3229, -3.3561, -1.2453], [2.2180, -2.0525, -2.2480], [-1.3717, -0.0872, -2.6573], [-1.8907, 1.3348, -1.1227], [-0.9064, 3.4218, -0.0086], [1.6275, -3.6352, -2.6259]],
  "molar_mass_g_mol": 446.28,
  "gap_ha": 0.0920,
  "lumo_ev": -15.06,
  "e_tot_ha": -2478.2210,
  "charge": 3
}

(4)
{
  "formula": "C12H14IN3O3Ti",
  "method": "ωB97M-V/def2-TZVPD",
  "species": ["C", "C", "H", "H", "H", "H", "H", "H", "C", "C", "C", "C", "H", "H", "H", "H", "N", "C", "C", "N", "C", "C", "C", "H", "H", "C", "H", "H", "Ti", "I", "O", "N", "O", "O"],
  "positions_angstrom": [[3.4025, 4.0294, 1.4572], [4.5290, 3.0698, 1.0477], [3.1011, 4.6616, 0.6218], [3.7728, 4.7233, 2.2186], [2.5293, 3.5114, 1.8553], [4.2104, 2.3064, 0.3400], [5.3437, 3.6291, 0.5795], [4.9770, 2.5970, 1.9235], [-2.9383, 0.9596, -0.1622], [-4.1025, 0.9303, -0.9253], [-4.2986, -0.1274, -1.8251], [-3.3163, -1.1058, -1.9435], [-2.7319, 1.7295, 0.5848], [-4.8475, 1.7169, -0.8040], [-5.2031, -0.1722, -2.4245], [-3.4234, -1.9475, -2.6268], [-1.9688, 0.0202, -0.3015], [-2.1419, -1.0114, -1.1928], [-1.0282, -1.9486, -1.2504], [0.0443, -1.6241, -0.4486], [1.1641, -2.3962, -0.4865], [0.0873, -3.9547, -2.0083], [1.1956, -3.5761, -1.2342], [2.0072, -2.0306, 0.1166], [2.0866, -4.2008, -1.1989], [-1.0184, -3.1121, -2.0253], [-1.8882, -3.3229, -2.6428], [0.1032, -4.8694, -2.6037], [-0.1445, 0.1165, 0.6394], [1.2181, 2.0644, -0.2101], [1.0339, -0.1531, 4.1241], [-0.1401, -0.1688, 3.9044], [-1.1183, -0.1599, 4.5908], [-0.4959, -0.1836, 2.3109]],
  "molar_mass_g_mol": 423.03,
  "gap_ha": 0.2665,
  "lumo_ev": -9.05,
  "e_tot_ha": -2002.1756,
  "charge": 2,
  "de_lowest_kj_mol": 0.00
}

(5)
{
  "formula": "C12H14N2O",
  "method": "ωB97M-V/def2-TZVPD",
  "species": ["O", "N", "C", "C", "C", "C", "C", "C", "N", "C", "C", "C", "C", "C", "C", "H", "H", "H", "H", "H", "H", "H", "H", "H", "H", "H", "H", "H", "H"],
  "positions_angstrom": [[1.3504, -2.7836, -0.1888], [1.5022, -1.5655, -0.0905], [2.5188, -0.7211, -0.0957], [3.9897, -0.9734, -0.0304], [4.8724, 0.0903, 0.0136], [4.3403, 1.4007, 0.0528], [3.0498, 1.6766, -0.0460], [2.0017, 0.6397, -0.0927], [0.6863, 0.9339, 0.0801], [-0.1072, -0.1699, 0.1334], [-0.7118, -0.6493, -1.1481], [-2.1703, -0.2100, -1.3572], [-2.8794, -0.4472, -0.0096], [-2.1470, 0.1909, 1.1131], [-0.7377, -0.4759, 1.4038], [4.4024, -2.0328, 0.0683], [5.9639, -0.0382, 0.1768], [5.1380, 2.2041, 0.0548], [2.8061, 2.7609, -0.0177], [-0.7503, -1.7565, -1.3085], [-0.1447, -0.2569, -1.9685], [-2.6693, -0.5960, -2.1630], [-2.1881, 0.9228, -1.3347], [-4.0165, -0.2387, -0.2029], [-2.8409, -1.4680, 0.2175], [-1.9658, 1.1865, 0.8808], [-2.8136, 0.0802, 1.9460], [-0.2881, -0.0810, 2.3705], [-0.9724, -1.5711, 1.4550]],
  "molar_mass_g_mol": 202.26,
  "gap_ha": [0.2699, 0.2699],
  "lumo_ev": [-0.53, -0.54],
  "e_tot_ha": -650.2483,
  "charge": 0,
  "smiles": "O=Nc1ccccc1N=C1CCCCC1",
  "de_lowest_kj_mol": 551.21
}

(6)
{
  "formula": "C12H14N3",
  "method": "ωB97M-V/def2-TZVPD",
  "species": ["C", "N", "C", "C", "N", "C", "C", "N", "C", "C", "C", "C", "C", "C", "C", "H", "H", "H", "H", "H", "H", "H", "H", "H", "H", "H", "H", "H", "H"],
  "positions_angstrom": [[-0.1332, -1.1744, 2.5495], [-0.5467, 0.0339, 2.3087], [-1.7754, 0.6963, 2.5381], [-1.6564, 2.0482, 2.3323], [-0.4108, 2.3385, 1.9033], [0.1479, 3.4945, 1.3890], [0.4117, 1.1092, 1.8199], [0.7346, 1.0195, 0.3686], [0.7120, 0.0935, -0.4050], [0.5794, -0.7646, -1.4578], [1.7404, -1.5462, -1.7995], [1.7954, -2.4335, -2.8181], [0.5571, -2.7216, -3.5327], [-0.5523, -2.0370, -3.2919], [-0.7002, -0.9572, -2.2400], [0.9356, -1.2444, 2.7674], [-0.9053, -1.9076, 2.9038], [-2.6885, 0.0976, 2.8579], [-2.4787, 2.6486, 2.5791], [-0.4529, 4.2996, 1.7609], [1.2181, 3.5218, 1.8464], [0.0621, 3.6511, 0.2481], [1.3349, 1.0762, 2.4875], [2.6366, -1.3038, -1.2296], [2.7932, -2.8783, -3.0091], [0.5408, -3.5421, -4.1878], [-1.3725, -2.3374, -3.8424], [-0.8499, -0.1664, -3.0038], [-1.6770, -1.1141, -1.8425]],
  "molar_mass_g_mol": 200.27,
  "gap_ha": [0.2050, 0.2050],
  "lumo_ev": [-4.73, -4.73],
  "e_tot_ha": -629.5068,
  "charge": 1,
  "smiles": "C=[N+]1C=CN(C)[C@@H]1N=C=C1C=CC=CC1",
  "de_lowest_kj_mol": 410.90
}